# 1
{"formula": "C5H7NS", "method": "wB97M-V/def2-TZVPD", "symbols": ["C", "C", "C", "C", "C", "N", "S", "H", "H", "H", "H", "H", "H", "H"], "coordinates": [[1.465012, 1.113719, 0.428818], [0.102518, 1.141651, 0.295515], [1.657592, -1.055034, -0.432784], [-0.370632, -1.540043, 0.903374], [-2.384524, 0.287730, 0.040892], [2.082173, 0.089757, -0.147983], [-0.849413, -0.301098, -0.158188], [2.038435, 1.969058, 0.703810], [-0.294223, 2.057190, 0.900925], [2.090340, -1.810118, -1.003982], [-0.350332, -2.482658, 0.438908], [-3.117160, -0.289876, -0.477442], [-2.519580, 1.422478, -0.141041], [0.449788, -0.602750, -1.350816]], "forces_ev_per_a": [[-2.6683, -0.5837, -1.5616], [0.5640, 1.5203, 2.1040], [-3.8935, 2.3981, 1.3834], [1.1357, 1.3757, 0.2220], [0.4982, 1.6401, -1.2020], [3.3151, -1.6438, -0.0540], [1.0658, 2.2360, 0.6684], [0.2862, 0.3200, 0.5194], [-0.3763, -2.0097, -1.7305], [0.8984, -1.1601, -0.7685], [0.0278, -1.3384, -1.1026], [-0.5561, -0.6008, 0.0957], [0.4467, -1.9418, 0.5863], [-0.7436, -0.2120, 0.8402]], "mulliken_charge": [-0.085, -0.360, -0.331, -0.469, -0.800, -0.386, 0.419, 0.406, 0.310, 0.354, 0.243, 0.304, 0.248, 0.146], "orbital_gap_ev": 6.68, "e_above_lowest_kj_mol": 1079.7, "charge": 0}

=====

# 2
{"formula": "C5H7NS2", "method": "wB97M-V/def2-TZVPD", "symbols": ["C", "C", "C", "C", "C", "H", "H", "H", "H", "H", "H", "H", "N", "S", "S"], "coordinates": [[-1.389932, 0.434830, 0.002287], [-0.437209, 0.719461, 1.114812], [0.558510, -0.461893, 1.229891], [0.551338, -0.444669, -1.235316], [-0.428122, 0.728584, -1.108940], [-0.879835, 1.017916, 2.069992], [1.239524, -0.267909, 2.065512], [-0.062739, -1.302717, 1.529440], [1.897644, -1.423740, -0.022367], [-0.031180, -1.325682, -1.527077], [1.272977, -0.249582, -2.033406], [-0.852259, 1.044604, -2.081958], [1.299177, -0.597205, -0.003556], [-2.972752, 0.081709, -0.004956], [0.234855, 2.046299, 0.005635]], "forces_ev_per_a": [[-0.8367, -0.0616, -0.1710], [0.2117, -0.1670, 0.1755], [-0.2053, 0.7816, 0.4098], [0.2602, 0.2139, -0.1804], [-0.2127, -0.0211, -0.6126], [0.1908, -0.0576, -0.2328], [0.0902, 0.0041, -0.2064], [-0.1496, -0.5193, -0.0933], [-0.2963, 0.4282, 0.0804], [-0.1561, -0.0821, 0.0134], [-0.0933, 0.0409, -0.0230], [0.2276, -0.1811, 0.6464], [0.2975, -0.4981, 0.1186], [0.6333, 0.1229, 0.0143], [0.0388, -0.0037, 0.0610]], "mulliken_charge": [-0.522, 0.020, -0.649, -0.666, 0.079, 0.482, 0.392, 0.311, 0.243, 0.308, 0.384, 0.464, -0.342, -0.269, -0.236], "orbital_gap_ev": 8.72, "e_above_lowest_kj_mol": 106.4, "charge": 0}

=====

# 3
{"formula": "C5H7O4S", "method": "wB97M-V/def2-TZVPD", "symbols": ["C", "C", "S", "O", "O", "O", "C", "O", "C", "C", "H", "H", "H", "H", "H", "H", "H"], "coordinates": [[-1.848394, 0.612180, -0.207150], [-0.384491, 0.806138, -0.477080], [-0.079281, 0.619869, -2.203658], [1.232000, 0.904828, -2.735216], [-1.118201, 1.117810, -3.078506], [-0.103285, -1.181839, -2.242737], [-0.007937, -1.649829, -1.023068], [-0.100940, -2.813455, -0.618223], [0.321615, -0.552736, -0.003146], [1.869535, -0.333599, -0.079507], [-2.471169, 0.949887, -1.084144], [-2.198651, 1.073223, 0.780927], [-2.137158, -0.388541, -0.014071], [0.026774, -0.897380, 1.024056], [2.411789, -0.550054, 0.834738], [2.116376, 0.756837, -0.362775], [2.224940, -0.958896, -0.862244]], "forces_ev_per_a": [[-1.7101, 1.7884, 0.1286], [1.0252, -1.9656, -0.6630], [-0.3416, 1.3594, 0.3717], [0.0736, -0.4516, 0.7671], [-0.2908, -0.7769, 0.5053], [-0.3880, -0.5287, -0.9195], [0.0669, -0.7669, 2.7442], [-0.0229, 1.1004, -1.7334], [0.7264, 1.8598, 0.1857], [-0.0956, 1.7863, 0.0491], [0.3419, 0.0275, 1.1709], [0.5188, 0.1780, -1.3995], [-0.1629, -1.6117, -0.2112], [0.0149, 0.4979, -1.0712], [-0.1070, -0.2615, 0.2401], [-0.5098, -1.7879, 0.4465], [0.8611, -0.4468, -0.6115]], "mulliken_charge": [-1.092, -0.248, 1.128, -0.624, -0.686, -0.433, 0.412, -0.664, 0.237, -1.356, 0.280, 0.275, 0.345, 0.454, 0.308, 0.295, 0.369], "orbital_gap_ev": 7.76, "e_above_lowest_kj_mol": 94.2, "charge": -1, "smiles": "CC1=[S@](=O)([O-])OC(=O)[C@H]1C"}

=====

# 4
{"formula": "C5H7O5P", "method": "wB97M-V/def2-TZVPD", "symbols": ["C", "C", "C", "C", "C", "O", "O", "O", "O", "O", "P", "H", "H", "H", "H", "H", "H", "H"], "coordinates": [[0.882833, -1.031992, 1.535484], [1.023809, -0.339772, 0.434607], [2.335699, 0.311817, 0.110284], [-0.386183, -1.848164, 1.819933], [-0.637916, 2.036139, -1.859835], [3.181301, -0.523168, -0.166341], [-2.601090, 0.514031, -0.044958], [2.384823, 1.562328, 0.199344], [-2.057360, -1.391893, -1.661705], [-1.011065, 0.758898, -2.173064], [-1.594538, -0.243362, -0.867066], [1.701990, -1.250917, 2.357490], [-0.056792, -2.877485, 1.709791], [-0.678127, -1.540806, 2.855235], [-1.111904, -1.422521, 1.208009], [-0.076597, 2.570424, -2.792546], [0.193626, 2.132988, -1.135088], [-1.492510, 2.583454, -1.529575]], "forces_ev_per_a": [[-0.2557, -1.3282, 1.2933], [1.7168, -0.2751, 1.6542], [-1.3112, 1.8959, -0.4456], [2.1660, 1.5109, 2.1577], [2.7960, 1.7839, -1.4358], [1.9432, -0.9670, -0.4555], [0.0068, 0.6250, 0.4117], [0.3578, -0.1030, -0.0406], [-0.4537, -2.1119, -0.7872], [-0.1073, -1.3053, 0.5484], [-0.6527, 1.5843, -1.3220], [-1.0118, 0.7753, -1.8351], [-0.8903, -0.3131, 0.0267], [0.0188, -0.9295, -0.4009], [-1.5691, -0.3410, -1.2844], [-1.6915, -1.0670, 1.4787], [-0.5132, -0.3798, 0.2389], [-0.5489, 0.9455, 0.1975]], "mulliken_charge": [0.008, -0.042, 0.355, -0.913, -0.536, -0.666, -0.662, -0.715, -0.686, -0.262, 0.581, 0.203, 0.255, 0.249, 0.197, 0.164, 0.201, 0.267], "orbital_gap_ev": [5.76, 6.88], "charge": -2, "spin_multiplicity": 3}

=====

# 5
{"formula": "C5H7OP", "method": "wB97M-V/def2-TZVPD", "symbols": ["O", "C", "C", "P", "C", "C", "C", "H", "H", "H", "H", "H", "H", "H"], "coordinates": [[-1.211587, 0.694511, -2.271771], [-1.234406, -0.403777, -1.363644], [-0.084111, -0.296395, -0.408072], [0.855549, 1.239050, -0.223993], [1.392205, 0.720779, 1.392927], [1.062621, -0.546209, 1.677970], [0.239559, -1.223545, 0.756404], [-0.394252, 0.755961, -2.625974], [-2.261866, -0.169205, -0.767141], [-1.194670, -1.235089, -2.031001], [-0.292767, 2.203936, 0.091260], [1.916779, 1.423196, 2.171738], [1.310504, -0.968438, 2.658895], [-0.103559, -2.194774, 0.942403]], "forces_ev_per_a": [[-4.0754, 0.4545, 1.6706], [-1.4080, 2.0242, 0.8906], [0.2758, -3.1826, 4.2829], [-1.5310, 0.4582, 0.3505], [1.1227, 2.4654, 2.0570], [0.4748, -0.0266, 1.4458], [-0.8111, 4.4580, -4.8862], [4.1577, 0.2993, -1.9766], [2.2936, -1.3611, -1.4006], [-0.5345, -1.4454, 0.3863], [1.4800, -1.3171, -0.2709], [-0.8280, -1.5437, -1.8689], [0.0564, -0.0755, -0.4831], [-0.6731, -1.2075, -0.1972]], "mulliken_charge": [-0.519, -0.157, 0.046, -0.195, -0.293, -0.164, -0.634, 0.283, 0.212, 0.292, 0.089, 0.268, 0.327, 0.444], "orbital_gap_ev": 8.21, "e_above_lowest_kj_mol": 224.3, "charge": 0, "smiles": "OCC1=[PH]=CC=C1"}

=====

# 6
{"formula": "C5H7OP", "method": "wB97M-V/def2-TZVPD", "symbols": ["C", "C", "C", "C", "C", "O", "P", "H", "H", "H", "H", "H", "H", "H"], "coordinates": [[-0.319809, -0.395182, -0.101626], [0.704496, 0.403154, 0.202278], [-1.299678, 0.753114, -0.250061], [-0.090081, 1.660914, 0.136408], [-0.540050, -1.901704, 0.004020], [4.327420, 0.416573, -0.206687], [3.049758, -0.190396, 0.092727], [-1.681999, 0.897154, -1.277232], [-2.128471, 0.693838, 0.616135], [0.153210, 2.367598, -0.675570], [-0.232041, 2.027560, 1.175282], [-0.825167, -2.449444, -0.931489], [-1.517806, -2.073210, 0.641537], [0.400220, -2.209974, 0.574275]], "forces_ev_per_a": [[-0.7749, -1.6485, -0.0352], [3.2915, 0.5158, -0.8127], [-1.2874, -0.6244, 1.8673], [-0.7387, 0.4419, 0.1002], [-0.9316, 0.4756, 1.2518], [0.1919, 1.8674, -0.3361], [-2.7858, -2.4634, 0.7491], [-0.1569, 0.0009, 0.6655], [1.3916, 0.3158, -2.2514], [0.1071, 0.1721, 0.8858], [0.1855, 0.6621, -0.9317], [0.9782, 0.5167, 0.6042], [2.0697, 0.3457, -0.7399], [-1.5403, -0.5778, -1.0167]], "mulliken_charge": [0.450, -0.748, -0.591, -0.040, -0.886, -0.374, 0.528, 0.242, 0.207, 0.253, 0.201, 0.260, 0.225, 0.273], "orbital_gap_ev": 7.04, "e_above_lowest_kj_mol": 361.0, "charge": 0}

=====

# 7
{"formula": "C5H7OP", "method": "wB97M-V/def2-TZVPD", "symbols": ["C", "C", "C", "C", "C", "O", "P", "H", "H", "H", "H", "H", "H", "H"], "coordinates": [[3.086875, -1.102416, 0.121072], [2.137432, -0.420884, -0.439955], [-1.332564, 0.105717, 0.021608], [0.073999, 0.626206, 0.311234], [0.961839, 0.007389, -0.766022], [4.378379, -0.707175, 0.386733], [5.068339, 0.697913, -0.098655], [2.728404, -2.121921, 0.446423], [-1.315572, -1.052408, 0.229248], [-1.618980, 0.320066, -1.071449], [-1.945219, 0.550473, 0.822857], [0.334097, 0.359387, 1.315693], [-0.011455, 1.691455, 0.365485], [0.473091, -0.020342, -1.728535]], "forces_ev_per_a": [[-0.7641, -1.1963, 0.3788], [0.1498, -0.0548, -0.5242], [0.0340, -1.7782, 0.3099], [-0.8195, -0.8473, -1.0076], [-0.4549, 1.3987, 1.2128], [0.0818, -0.2051, -0.0227], [-0.2222, -0.2430, 0.0512], [1.3537, 1.0134, -0.0927], [-0.3073, 2.0949, -0.7256], [-0.0331, -0.2597, 1.8996], [-0.5480, -0.1683, -0.8926], [0.5717, -0.5308, 0.4504], [0.4882, 0.9203, -0.6519], [0.4699, -0.1438, -0.3855]], "mulliken_charge": [0.200, -0.381, -1.031, -0.379, -0.243, -0.322, 0.015, 0.299, 0.245, 0.296, 0.324, 0.326, 0.333, 0.318], "orbital_gap_ev": [7.02, 7.02], "e_above_lowest_kj_mol": 376.7, "charge": 0}

=====

# 8
{"formula": "C5H7OS", "method": "wB97M-V/def2-TZVPD", "symbols": ["C", "C", "C", "C", "C", "O", "S", "H", "H", "H", "H", "H", "H", "H"], "coordinates": [[-0.364953, 0.897666, 0.789831], [-0.958328, -0.271552, 0.471089], [-4.416649, 0.814962, -0.951933], [1.165232, 1.001083, 0.559601], [-0.294506, -1.386180, -0.348373], [-4.409979, 0.188260, -1.943335], [-4.896576, 1.359202, 0.416036], [-0.963471, 1.550176, 1.416581], [1.491721, 1.897801, 0.739674], [1.488276, 0.741249, -0.401360], [1.635258, 0.209214, 1.166990], [0.479816, -1.753050, 0.275693], [0.177118, -0.856697, -1.222956], [-0.960074, -2.145661, -0.764477]], "forces_ev_per_a": [[0.7759, -2.4151, -0.9050], [-2.0627, -0.2331, -0.2821], [-1.1594, -2.4665, -1.7152], [-2.8695, -4.3100, 0.7983], [-0.3182, 2.7808, -0.7640], [0.9417, 1.4631, 0.9840], [0.3632, 0.9500, 0.8255], [0.5830, 0.6297, 0.0411], [2.3030, 5.0983, 1.4487], [0.0295, -0.3280, -1.9177], [0.2204, 0.5561, 0.2934], [1.0653, -1.1002, 0.4902], [0.0553, -0.6349, 0.2288], [0.0726, 0.0098, 0.4740]], "mulliken_charge": [-0.367, -0.360, 0.418, -1.260, -0.967, -0.245, -0.284, 0.347, 0.486, 0.305, 0.185, 0.255, 0.160, 0.327], "orbital_gap_ev": 4.12, "e_above_lowest_kj_mol": 321.5, "charge": -1}

=====

| no. | calculated total energy (eV) |
| --- | --- |
| 1 | -17612.4555 |
| 2 | -28457.7642 |
| 3 | -24323.3889 |
| 4 | -24821.9067 |
| 5 | -16631.6279 |
| 6 | -16630.2114 |
| 7 | -16630.0482 |
| 8 | -18178.2480 |